# C55H67BaN11OPS3

A molecular structure, C55H67BaN11OPS3 (ωB97M-V/def2-TZVPD, the OMol25 dataset).

For the LUMO energy, the calculation gives -2.0 eV. The calculation puts the total energy at -119050.7344 eV.

```
! wB97M-V def2-TZVPD RIJCOSX def2/J DEFGRID3
* xyz 1 1
Ba -0.240 -0.228 -0.567
C 3.379 0.813 -3.382
C 2.372 0.872 -2.409
N 1.955 -0.176 -1.735
C 2.552 -1.374 -1.934
C 3.607 -1.525 -2.875
C 3.985 -0.389 -3.622
C 4.283 -2.757 -2.994
C 4.035 -3.729 -2.064
C 3.009 -3.587 -1.121
C 2.145 -2.493 -1.118
N 1.015 -2.339 -0.361
C 0.369 -3.360 0.241
C 0.466 -4.727 -0.067
C -0.154 -5.710 0.708
C -0.938 -5.381 1.785
C -1.248 -4.025 2.016
C -2.217 -3.615 2.959
C -2.572 -2.295 3.045
C -1.953 -1.382 2.180
N -1.032 -1.723 1.308
C -0.640 -3.012 1.224
H 3.669 1.709 -3.913
H 1.887 1.818 -2.192
H 4.781 -0.479 -4.351
H 5.021 -2.889 -3.774
H 4.619 -4.641 -2.058
H 2.899 -4.355 -0.371
H 1.034 -5.027 -0.934
H -0.005 -6.750 0.447
H -1.369 -6.144 2.420
H -2.676 -4.361 3.596
H -3.326 -1.963 3.744
H -2.230 -0.332 2.195
C -4.376 -5.576 -0.200
C -4.599 -4.123 -0.068
N -5.548 -3.555 0.592
N -5.352 -2.220 0.420
C -4.277 -1.933 -0.334
S -3.771 -0.422 -0.800
N -3.782 -3.166 -0.657
N -2.667 -3.353 -1.445
H -5.130 -6.106 0.374
H -3.393 -5.841 0.181
H -4.439 -5.875 -1.247
H -6.011 -1.562 0.795
H -2.923 -3.573 -2.402
H -2.076 -4.088 -1.066
C -5.741 2.520 -1.897
C -4.526 3.154 -1.317
C -4.531 4.156 -0.390
C -3.287 4.670 0.040
N -2.142 4.194 -0.402
C -2.124 3.204 -1.311
S -0.710 2.622 -1.980
N -3.329 2.707 -1.760
C -3.233 5.796 1.020
H -6.647 2.887 -1.425
H -5.675 1.438 -1.770
H -5.789 2.728 -2.967
H -5.462 4.544 -0.006
H -3.294 1.933 -2.412
H -3.652 5.478 1.977
H -3.833 6.633 0.661
H -2.203 6.117 1.156
S 0.529 -2.447 -7.507
C 0.147 -1.999 -5.845
C 0.413 -2.810 -4.747
C 0.015 -2.368 -3.500
N -0.571 -1.196 -3.264
C -0.813 -0.421 -4.322
C -0.503 -0.787 -5.620
C 2.064 -3.344 -7.276
C 2.090 -4.714 -7.066
C 3.334 -5.325 -6.957
N 4.482 -4.670 -7.059
C 4.441 -3.361 -7.278
C 3.257 -2.646 -7.392
H 0.919 -3.759 -4.851
H 0.175 -2.995 -2.631
H -1.260 0.545 -4.117
H -0.736 -0.137 -6.451
H 1.177 -5.289 -7.005
H 3.411 -6.394 -6.792
H 5.400 -2.865 -7.376
H 3.256 -1.582 -7.581
O 0.041 1.241 1.090
P 0.584 1.779 2.381
C 1.623 0.502 3.207
C 2.471 -0.300 2.205
C 3.533 -1.095 2.959
C 4.562 -0.154 3.608
C 3.937 1.196 3.995
C 2.469 1.031 4.383
C 1.504 3.346 2.120
C 2.498 3.152 0.971
C 3.437 4.363 0.873
C 2.738 5.650 1.331
C 1.257 5.597 0.967
C 0.537 4.484 1.751
C -0.804 2.057 3.570
C -2.040 2.609 2.852
C -3.268 2.531 3.766
C -2.921 2.920 5.218
C -1.639 3.747 5.271
C -0.445 2.904 4.810
H 0.863 -0.183 3.605
H 2.967 0.351 1.483
H 1.824 -0.975 1.643
H 4.039 -1.781 2.279
H 3.045 -1.703 3.726
H 5.391 0.020 2.919
H 4.975 -0.634 4.496
H 4.019 1.904 3.167
H 4.480 1.625 4.838
H 2.076 1.985 4.739
H 2.406 0.328 5.217
H 2.054 3.581 3.036
H 1.923 3.026 0.049
H 3.085 2.245 1.113
H 3.772 4.469 -0.160
H 4.325 4.197 1.487
H 3.209 6.514 0.861
H 2.839 5.774 2.413
H 1.158 5.414 -0.106
H 0.782 6.557 1.176
H -0.261 4.084 1.122
H 0.097 4.899 2.662
H -1.061 1.043 3.900
H -2.215 2.039 1.936
H -1.865 3.640 2.550
H -3.677 1.517 3.751
H -4.039 3.194 3.368
H -2.783 2.022 5.826
H -3.741 3.483 5.663
H -1.464 4.095 6.290
H -1.740 4.634 4.641
H -0.143 2.242 5.624
H 0.394 3.573 4.608
*
```